[1]
The following is a quantum chemistry calculation of a single C7H7NOS2 molecule, from the Open Molecules 2025 dataset.

```
18
Properties=species:S:1:pos:R:3:forces:R:3:lowdin_charge:R:1
C 2.6142 0.2542 -0.1774 2.27 1.58 1.35 -0.080
C -2.4407 0.5732 1.0619 -0.53 1.05 -1.03 -0.165
C 0.3889 0.8532 -0.6276 -2.04 -0.38 0.36 -0.527
C 1.0079 -1.4638 -0.3630 -3.15 -0.08 0.40 -0.071
S -1.0220 1.9591 -0.7519 -0.17 -1.40 -0.35 0.947
H 1.9185 2.3331 -0.4608 -0.03 -0.99 0.13 0.126
H -3.1502 -0.2296 1.1944 -0.05 -0.25 0.19 0.064
H -1.5076 0.3825 1.5595 0.28 -0.05 0.77 0.069
H 2.9538 -1.8533 0.2364 0.00 0.75 0.08 0.120
C 1.6629 1.2516 -0.4160 1.68 0.88 -0.29 -0.103
N -2.1592 0.6803 -0.4024 -0.62 0.74 0.40 -0.698
C 2.2452 -1.0459 0.0029 1.60 -1.88 -0.68 -0.111
H 3.7058 0.5111 0.0676 -1.83 -0.14 -0.55 0.137
H 0.6026 -2.4730 -0.2993 0.68 -0.11 -0.03 0.121
O -2.2738 -1.9474 -0.2939 1.22 1.79 -1.01 -0.490
C 0.0332 -0.5034 -0.5992 0.96 0.32 -0.35 -0.390
S -1.6556 -0.8202 -1.0967 -0.94 -0.92 0.79 0.959
H -2.9240 1.5383 1.3653 0.64 -0.90 -0.16 0.093
```
Positions in Å, forces in eV/Å.

Computed properties:
Total charge   0
Orbital gap   9.106 eV
HOMO energy   -8.72 eV

---

[2]
The following is a quantum chemistry calculation of a single C7H7NS molecule, from the Open Molecules 2025 dataset.

```
16
Properties=species:S:1:pos:R:3:forces:R:3:lowdin_charge:R:1
H 3.1077 -0.4033 -3.0876 -1.87 -0.23 0.11 0.102
H 0.2242 1.2567 2.8067 1.11 0.90 1.08 0.085
H 1.8110 -2.2568 -1.5412 0.04 0.06 -0.50 0.087
N 0.8486 0.0287 0.6000 3.50 -2.85 -5.57 0.045
C -2.8283 0.4582 1.6472 0.81 -1.37 0.26 -0.418
H -3.8329 0.1254 1.8907 -0.03 0.42 -0.60 0.063
C 1.6231 -1.2023 -1.7227 -1.58 2.32 5.49 -0.165
H 1.6366 0.5616 -2.9966 -0.65 0.49 0.04 0.055
C -0.6074 1.0016 2.2415 -2.00 -1.99 -2.01 -0.090
C -2.0104 1.0199 2.5778 0.32 1.69 0.78 -0.204
C 1.9471 -0.4585 -2.9643 2.26 -1.77 -1.69 -0.145
S -1.8977 -0.3322 0.3681 0.04 0.96 1.04 0.984
C -0.3905 0.2707 1.0809 -2.01 0.38 0.84 -0.616
H -2.4069 1.5808 3.4758 0.49 -0.99 -1.08 0.120
H 1.5701 -1.0769 -3.8565 0.45 1.23 1.12 0.094
C 1.2058 -0.5738 -0.5198 -0.85 0.74 0.68 0.002
```
Positions in Å, forces in eV/Å.

Computed properties:
Total charge   0
Orbital gap   8.562 eV
HOMO energy   -8.46 eV

---

[3]
The following is a quantum chemistry calculation of a gas-phase ion, C7H7O3 (charge -1), from the Open Molecules 2025 dataset.

```
17
Properties=species:S:1:pos:R:3:forces:R:3:lowdin_charge:R:1
O -0.4819 -4.5840 2.2114 -0.80 -0.45 -0.44 -0.077
H 0.6083 -3.0652 2.8650 -0.48 0.18 -0.91 0.104
O 1.9933 -0.5903 1.4671 0.51 0.28 0.08 0.066
H -0.9220 0.6279 0.9233 1.38 -1.50 -0.24 0.163
H -0.3400 2.1341 -0.3703 -2.68 2.41 -0.38 0.036
H 0.7868 1.3314 -1.2982 0.63 -0.45 -2.73 0.050
H 1.2373 1.9885 0.0860 1.81 0.83 1.81 0.051
C -0.4595 -2.4380 1.1351 2.61 3.98 -0.48 0.015
C -0.0630 0.2064 0.2681 -0.93 0.08 1.38 -0.306
C -1.3038 -2.0188 0.1088 0.28 -0.50 -0.84 -0.480
O -2.3750 -2.5377 -0.2375 0.02 0.44 -0.17 -0.032
C 0.8879 -0.7317 1.0826 -3.84 -2.21 -0.11 -0.191
C 0.4412 1.5021 -0.3480 0.74 -2.81 0.46 -0.068
C -0.1495 -3.4102 2.0669 1.47 -0.21 1.82 -0.411
H -1.4709 -0.3110 -1.2326 -1.59 0.66 -0.96 0.085
C -0.7127 -0.7972 -0.7100 0.16 -0.02 2.39 -0.108
H 0.0332 -1.0844 -1.4097 0.71 -0.71 -0.68 0.104
```
Positions in Å, forces in eV/Å.

Computed properties:
Total charge   -1
Orbital gap   7.230 eV
HOMO energy   -3.75 eV

---

[4]
The following is a quantum chemistry calculation of a molecular structure, C7H7O6SSr, from the Open Molecules 2025 dataset.

```
22
Properties=species:S:1:pos:R:3:forces:R:3:lowdin_charge:R:1
Sr 0.1126 1.0924 -0.0700 -3.91 -2.11 -1.37 0.858
C 2.2197 1.2124 0.4007 12.47 -0.28 2.74 -0.096
O -3.7148 2.8058 -3.9811 -0.64 0.15 -0.24 0.061
H -0.5529 -1.8585 1.9450 0.12 -0.13 -0.09 0.079
C 0.4385 1.8372 -2.0570 0.78 3.33 -10.95 -0.164
H -1.6665 1.8966 -0.3586 -0.87 1.16 0.10 -0.041
H -1.0092 -3.2748 -0.0532 0.11 0.11 0.06 0.076
H 0.8744 -2.8914 2.3231 0.05 0.04 0.20 0.074
C 0.0263 -3.4360 -0.3521 0.47 -0.22 0.20 -0.209
S 0.9580 -1.9616 0.1165 -1.84 -1.00 0.27 0.936
O 3.3577 0.9682 0.6239 -6.44 1.09 -1.31 0.147
H 0.4491 -4.3015 0.1475 0.04 -0.20 -0.02 0.068
O -0.9160 1.2667 3.0406 2.06 0.46 -4.66 0.155
O 0.2439 4.6969 0.3668 0.28 -5.32 -0.53 0.113
C 0.3095 3.5330 0.2519 -0.30 7.19 0.75 -0.094
H 0.0837 -3.5552 -1.4323 0.13 0.09 0.03 0.071
C 0.5335 -1.9593 1.8795 0.20 -0.33 -0.32 -0.214
O -0.0497 -0.9120 -0.3704 0.55 -4.10 -0.89 -0.827
H 1.0124 -1.1084 2.3574 0.18 -0.02 0.05 0.048
C -2.7088 2.5798 -3.5504 0.61 -0.14 0.23 -0.010
C -0.4405 1.3922 1.9822 -4.07 0.91 10.89 -0.170
O 0.4389 1.9777 -3.2101 0.03 -0.69 4.87 0.139
```
Positions in Å, forces in eV/Å.

Computed properties:
Total charge   +1
Orbital gap   6.096 eV
HOMO energy   -11.42 eV

---

These records have lowest unoccupied orbital energy values of 0.381, 0.098, 3.479, -5.325 eV, in the order they appear.
These records have energy above the lowest of the compared OMol25 structures with the same formula, charge and spin values of 0.920, 1.635, 4.058, 6.390 eV, in the order they appear.
These records have total energy values of -1197.24584, -723.77277, -496.59116, -1150.73904 Ha, in the order they appear.